(i)
{"formula": "C10H12", "method": "ωB97M-V/def2-TZVPD", "symbols": ["C", "C", "C", "C", "C", "C", "C", "C", "C", "C", "H", "H", "H", "H", "H", "H", "H", "H", "H", "H", "H", "H"], "coordinates": [[-0.8097, 0.8407, 0.5200], [-1.9545, 1.0905, -0.0859], [-0.4944, 1.2843, 1.9256], [0.9120, 1.9596, 1.7834], [1.4538, 1.4731, 0.4449], [0.8104, -0.4132, -0.9622], [0.4616, 0.5513, -0.1366], [1.1785, 2.9087, 0.7185], [0.2295, -2.9375, -1.4151], [-0.2085, -1.4475, -1.4258], [-2.2370, 0.8058, -1.0376], [-2.7492, 1.1473, 0.6350], [-1.2621, 1.9105, 2.3559], [-0.5623, 0.3223, 2.5259], [1.3787, 2.1590, 2.7301], [2.5491, 1.3877, 0.2170], [1.8695, -0.5830, -1.2656], [-0.6982, -3.5420, -1.5891], [0.5256, -3.0976, -0.3804], [0.9820, -3.1688, -2.2524], [-1.1053, -1.5053, -0.9175], [-0.2695, -1.1460, -2.3881]], "nbo_charge": [-0.01, -0.38, -0.40, -0.40, -0.37, -0.14, -0.05, 0.21, -0.60, -0.44, 0.20, 0.19, 0.22, 0.22, 0.25, 0.25, 0.21, 0.21, 0.21, 0.21, 0.21, 0.20], "e_homo_ev": -8.250, "multiplicity": 1}


(ii)
{"formula": "C10H12", "method": "ωB97M-V/def2-TZVPD", "symbols": ["C", "C", "C", "C", "C", "C", "C", "C", "C", "C", "H", "H", "H", "H", "H", "H", "H", "H", "H", "H", "H", "H"], "coordinates": [[1.4095, 2.0949, -1.9580], [0.0069, 2.3376, -1.9626], [1.9846, 1.1516, -1.0775], [-0.9620, 1.5748, -1.2907], [1.1138, 0.2495, -0.4508], [-0.3127, 0.4541, -0.6153], [-0.6472, -0.7802, 0.1802], [-0.3316, -2.1140, -0.3413], [-0.1716, -0.9315, 2.6235], [-1.2803, -0.7112, 1.5518], [2.2193, 2.6769, -2.4220], [-0.2912, 3.2445, -2.5265], [3.1131, 0.9132, -1.1286], [-2.0138, 1.6411, -1.1824], [0.7331, -2.5256, -0.1261], [-0.2006, -2.0685, -1.4042], [-1.0724, -2.9161, -0.2611], [-0.4997, -0.8117, 3.6374], [0.7134, -0.2471, 2.5965], [0.2031, -1.9405, 2.7181], [-1.8181, 0.2451, 1.7493], [-1.8955, -1.5369, 1.6903]], "nbo_charge": [-0.23, -0.22, -0.27, -0.23, -0.05, -0.17, 0.29, -0.72, -0.60, -0.49, 0.22, 0.21, 0.21, 0.22, 0.27, 0.24, 0.23, 0.21, 0.22, 0.21, 0.22, 0.22], "e_homo_ev": [-8.130, -7.458], "multiplicity": 1}


Most stable pick: (ii). Distance to second place: 1.254 eV.


(i)
{"formula": "CH2O2S", "method": "ωB97M-V/def2-TZVPD", "symbols": ["C", "O", "O", "S", "H", "H"], "coordinates": [[1.3037, 1.8044, -0.5046], [1.1242, 2.1936, -1.5378], [-1.4180, -0.5855, 0.7051], [-0.3057, -1.7649, 1.0483], [0.7976, -1.0608, 0.5747], [-1.5018, -0.5868, -0.2857]], "nbo_charge": [0.50, -0.49, -0.84, 0.28, 0.08, 0.48], "e_homo_ev": -9.313, "multiplicity": 1}


(ii)
{"formula": "CH2O2S", "method": "ωB97M-V/def2-TZVPD", "symbols": ["C", "H", "H", "O", "O", "S"], "coordinates": [[0.4352, -0.0416, 0.0393], [-1.1783, -0.9669, 0.7233], [-1.1133, 1.2918, -0.5222], [-0.2790, -1.2746, -0.1636], [-0.0312, 1.1310, -0.0266], [2.1665, -0.1397, -0.0501]], "nbo_charge": [0.52, 0.45, 0.50, -0.63, -0.64, -0.20], "e_homo_ev": -8.492, "multiplicity": 1}


(iii)
{"formula": "CH2O2S", "method": "ωB97M-V/def2-TZVPD", "symbols": ["C", "O", "O", "S", "H", "H"], "coordinates": [[0.1941, 0.2022, 0.4399], [2.8464, 1.2014, -0.0388], [3.0611, -1.2395, 0.2230], [2.2818, -0.0996, -0.1522], [-0.1724, -0.0620, -0.5767], [0.2629, 1.2428, 0.2191]], "nbo_charge": [-0.46, -0.82, -0.81, 1.83, 0.13, 0.13], "smiles": "C=S(=O)=O", "e_homo_ev": [-10.381, -10.379], "multiplicity": 1}


(iv)
{"formula": "CH2O2S", "method": "ωB97M-V/def2-TZVPD", "symbols": ["C", "O", "O", "S", "H", "H"], "coordinates": [[-0.8413, 0.6150, 0.6029], [0.7558, -1.0925, -0.9679], [-0.0288, -0.1220, -1.4006], [0.4536, 0.1893, 1.3763], [-1.8330, 0.9672, 0.8983], [1.4938, -0.5570, -0.5090]], "nbo_charge": [-0.26, -0.35, -0.24, 0.18, 0.21, 0.45], "e_homo_ev": [-8.516, -9.976], "multiplicity": 1}


Most stable pick: (i). Distance to second place: 2.296 eV.


(i)
{"formula": "C7H10O2S", "method": "ωB97M-V/def2-TZVPD", "symbols": ["C", "C", "C", "C", "C", "C", "C", "O", "O", "S", "H", "H", "H", "H", "H", "H", "H", "H", "H", "H"], "coordinates": [[-0.9858, -0.2501, -1.3294], [0.3125, -0.0525, -1.6852], [0.3345, 1.1384, -0.5372], [-1.1140, 0.6963, -0.2183], [-1.3211, 0.1464, 1.2157], [-2.0657, 1.8888, -0.4598], [1.9482, 0.6959, -3.5746], [1.1713, 1.9601, -0.3206], [2.6074, -1.3843, -1.9127], [1.5192, -0.9300, -2.7942], [-1.8185, -0.7928, -1.7257], [-0.7597, 0.7716, 1.7773], [-1.0486, -0.8807, 1.2899], [-2.3201, 0.1447, 1.4669], [-2.2722, 2.4850, 0.3747], [-3.0137, 1.6180, -0.9001], [-1.4981, 2.5636, -1.2240], [2.7747, 0.5937, -4.2551], [2.2205, 1.5014, -2.8514], [1.0469, 1.2015, -4.0374]], "nbo_charge": [-0.12, -0.36, 0.64, -0.18, -0.59, -0.60, -0.85, -0.50, -0.94, 1.27, 0.22, 0.22, 0.22, 0.21, 0.22, 0.22, 0.21, 0.23, 0.25, 0.24], "e_homo_ev": -8.971, "multiplicity": 1}


(ii)
{"formula": "C7H10O2S", "method": "ωB97M-V/def2-TZVPD", "symbols": ["C", "C", "C", "C", "C", "C", "C", "O", "O", "S", "H", "H", "H", "H", "H", "H", "H", "H", "H", "H"], "coordinates": [[-0.4893, 1.6586, -0.0306], [0.0065, 0.4369, 0.0456], [3.1067, 0.4200, -0.2424], [2.2379, -0.5479, -0.1836], [-2.0418, 1.7447, 0.1617], [-2.6114, 0.3692, -0.1509], [2.0207, -1.9621, 0.1107], [-1.3305, -1.7787, -1.0237], [-1.2397, -1.4937, 1.3202], [-1.2389, -0.8340, 0.0782], [-0.0205, 2.5448, -0.0461], [4.0190, 0.2509, 0.1977], [2.7364, 1.3916, -0.7000], [-2.4076, 1.8775, 1.2153], [-2.3029, 2.4115, -0.6082], [-3.5159, 0.2085, 0.5605], [-3.0065, 0.1039, -1.2386], [2.9492, -2.3069, 0.8018], [1.9895, -2.4590, -0.8206], [1.1392, -2.0356, 0.5528]], "nbo_charge": [-0.24, -0.34, -0.53, 0.33, -0.46, -0.68, -0.70, -0.95, -0.96, 2.12, 0.21, 0.23, 0.25, 0.23, 0.23, 0.25, 0.26, 0.24, 0.25, 0.25], "e_homo_ev": [-8.992, -8.993], "multiplicity": 1}


Most stable pick: (i). Distance to second place: 3.437 eV.


(i)
{"formula": "C3H5NO2S", "method": "ωB97M-V/def2-TZVPD", "symbols": ["C", "C", "C", "N", "O", "O", "S", "H", "H", "H", "H", "H"], "coordinates": [[0.4570, -0.2973, 2.2560], [-0.8694, -0.2062, -1.5289], [0.4365, 0.6171, -1.5073], [1.0321, -1.3250, 2.3206], [-0.4353, 0.6686, 2.3416], [1.6262, -2.3832, 2.3056], [-0.8907, 1.4234, -0.5968], [-1.3793, 0.0273, -2.4786], [-1.2056, -0.9846, -0.9791], [1.3120, 0.2876, -1.0242], [-0.6269, 1.0886, 1.3284], [0.5434, 1.0839, -2.4375]], "nbo_charge": [0.44, -0.66, -0.62, 0.13, -0.64, -0.45, 0.41, 0.22, 0.23, 0.24, 0.47, 0.24], "e_homo_ev": [-5.345, -9.086], "multiplicity": 3}


(ii)
{"formula": "C3H5NO2S", "method": "ωB97M-V/def2-TZVPD", "symbols": ["C", "C", "C", "N", "O", "O", "S", "H", "H", "H", "H", "H"], "coordinates": [[1.4060, -0.7771, -0.1335], [0.2129, -1.2947, -0.4080], [0.4641, 1.3233, -0.1213], [-1.4378, -0.1375, 1.2686], [-1.9358, 0.1667, -1.2681], [1.6556, 0.5389, 0.0019], [-1.0168, -0.0259, -0.1593], [2.3301, -1.5078, -0.1341], [0.1717, -2.3354, -0.4935], [0.2002, 2.0046, 0.7215], [0.3315, 1.8958, -0.9757], [-2.3817, 0.1491, 1.7013]], "nbo_charge": [-0.02, -0.39, -0.26, -1.20, -0.90, -0.40, 1.92, 0.19, 0.23, 0.21, 0.19, 0.42], "e_homo_ev": [-5.495, -9.500], "multiplicity": 3}


Most stable pick: (ii). Distance to second place: 1.488 eV.


(i)
{"formula": "C5H6F2", "method": "ωB97M-V/def2-TZVPD", "symbols": ["C", "C", "C", "C", "C", "H", "H", "H", "H", "H", "H", "F", "F"], "coordinates": [[1.2532, 0.3372, 0.3785], [-0.2115, 0.3573, 0.4269], [-0.9022, 1.1303, 1.2506], [-0.8453, -0.4629, -0.6819], [-0.0906, -1.2113, -1.4605], [1.6709, 0.5530, -0.5462], [1.7710, 0.9720, 1.0975], [-0.4750, 2.0795, 1.8175], [-1.9703, -0.5676, -0.6244], [-0.5024, -1.7184, -2.3740], [1.0068, -1.2694, -1.4346], [1.5918, -0.9841, 0.7396], [-2.2963, 0.7844, 1.4111]], "nbo_charge": [0.03, -0.17, 0.26, -0.22, -0.36, 0.18, 0.18, 0.20, 0.24, 0.21, 0.20, -0.37, -0.36], "smiles": "C=C/C(=C\\F)CF", "e_homo_ev": -9.367, "multiplicity": 1}


(ii)
{"formula": "C5H6F2", "method": "ωB97M-V/def2-TZVPD", "symbols": ["C", "C", "C", "C", "C", "F", "F", "H", "H", "H", "H", "H", "H"], "coordinates": [[-0.0320, 1.0437, 0.3330], [0.0133, 2.1652, -0.2000], [0.6172, -0.2471, 0.4802], [2.0536, -0.3452, -0.0287], [-0.1651, -1.4952, -0.0374], [3.0260, -0.1734, 0.9079], [2.2238, 0.3677, -1.1651], [0.7685, 2.4843, -0.8782], [-0.6421, 3.0431, -0.1043], [0.9799, -0.4097, 1.5101], [0.2138, -2.3556, 0.5587], [0.0428, -1.6202, -1.0851], [-1.1692, -1.3885, 0.2502]], "nbo_charge": [0.16, -0.52, -0.45, 0.72, -0.58, -0.33, -0.34, 0.21, 0.23, 0.25, 0.21, 0.22, 0.22], "e_homo_ev": [-8.897, -8.409], "multiplicity": 1}


(iii)
{"formula": "C5H6F2", "method": "ωB97M-V/def2-TZVPD", "symbols": ["C", "C", "C", "C", "C", "F", "F", "H", "H", "H", "H", "H", "H"], "coordinates": [[-1.0221, -0.0482, -1.1896], [-1.5571, -0.0011, 0.2661], [1.0764, -0.6882, 0.5205], [1.6786, 0.6998, 0.5876], [-0.3630, -0.7739, -0.1091], [1.8952, -1.5030, -0.1018], [2.0090, 1.3326, -0.5433], [-1.5473, -0.6299, -1.9689], [-0.3863, 0.7653, -1.4996], [-1.3791, 0.7544, 0.9083], [-2.5135, -0.4974, 0.3961], [0.9416, -0.9947, 1.5581], [1.1678, 1.5843, 1.1755]], "nbo_charge": [-0.47, -0.47, 0.06, 0.24, 0.08, -0.33, -0.34, 0.24, 0.22, 0.21, 0.23, 0.18, 0.14], "e_homo_ev": [-8.540, -8.932], "multiplicity": 1}


Most stable pick: (i). Distance to second place: 2.616 eV.